No. 1
C46H120N6O22 | ωB97M-V/def2-TZVPD

Geometry as ORCA input:
```
! wB97M-V def2-TZVPD RIJCOSX def2/J DEFGRID3
* xyz 0 1
C 9.99 -3.86 0.39
O 9.37 -5.14 0.54
C 8.63 -5.26 1.79
C 7.43 -4.37 2.01
N 6.39 -4.50 1.01
C 5.29 -3.61 1.27
C 5.36 -2.13 0.88
O 4.06 -1.55 0.92
C 4.01 -0.13 0.71
H 9.47 -3.05 0.90
H 9.98 -3.53 -0.65
H 11.03 -3.91 0.72
H 9.34 -5.10 2.60
H 8.33 -6.31 1.78
H 7.75 -3.33 2.05
H 6.94 -4.66 2.93
H 6.78 -4.20 0.13
H 5.01 -3.64 2.32
H 4.42 -3.95 0.71
H 5.75 -1.90 -0.12
H 6.13 -1.61 1.46
H 4.80 0.42 1.24
H 3.05 0.20 1.10
H 3.97 0.13 -0.35
C -9.11 2.51 -2.35
O -8.23 3.39 -1.64
C -7.89 4.55 -2.37
C -7.15 4.35 -3.72
N -5.72 4.48 -3.46
C -4.89 4.38 -4.70
C -3.43 4.78 -4.44
O -2.65 3.65 -3.98
C -1.31 4.00 -3.73
H -9.44 1.69 -1.72
H -8.49 2.07 -3.13
H -9.91 3.09 -2.82
H -7.37 5.23 -1.70
H -8.85 5.04 -2.52
H -7.41 5.18 -4.38
H -7.33 3.40 -4.23
H -5.61 3.75 -2.76
H -5.31 5.15 -5.36
H -5.03 3.52 -5.35
H -3.46 5.69 -3.84
H -3.02 4.92 -5.43
H -0.67 3.58 -4.51
H -0.96 3.55 -2.80
H -1.13 5.07 -3.67
C 3.36 -10.22 -0.42
O 3.21 -9.39 0.76
C 1.79 -9.38 1.12
C 1.53 -8.30 2.14
N 1.76 -7.01 1.56
C 1.41 -6.03 2.60
C 1.57 -4.55 2.10
O 1.03 -3.69 3.13
C 1.18 -2.37 2.79
H 2.97 -11.23 -0.31
H 4.41 -10.38 -0.67
H 2.98 -9.65 -1.27
H 1.53 -10.34 1.55
H 1.22 -9.19 0.21
H 2.12 -8.54 3.03
H 0.56 -8.33 2.63
H 2.75 -7.05 1.35
H 2.24 -6.23 3.26
H 0.44 -6.21 3.07
H 1.08 -4.35 1.14
H 2.61 -4.31 1.88
H 0.69 -1.72 3.51
H 0.68 -2.10 1.85
H 2.22 -2.09 2.67
C 1.87 1.19 6.18
O 2.33 2.46 5.78
C 1.74 2.83 4.54
C 0.24 3.44 4.59
N -0.36 3.42 3.22
C -1.68 4.13 3.12
C -2.83 3.24 3.48
O -4.06 3.83 3.07
C -5.21 3.17 3.41
H 2.48 0.85 7.02
H 1.79 0.42 5.41
H 0.86 1.23 6.58
H 1.78 1.96 3.88
H 2.43 3.54 4.09
H 0.17 4.49 4.86
H -0.36 2.81 5.25
H 0.18 3.75 2.43
H -1.81 4.27 2.04
H -1.65 5.12 3.55
H -2.72 3.13 4.56
H -2.84 2.27 2.98
H -6.15 3.73 3.37
H -5.01 2.70 4.38
H -5.46 2.36 2.72
C 3.53 -1.17 -6.32
O 3.91 -0.90 -4.97
C 4.71 -1.97 -4.44
C 4.25 -2.16 -2.98
N 2.80 -2.43 -3.03
C 2.22 -2.26 -1.71
C 0.74 -2.66 -1.65
O 0.04 -1.87 -2.52
C -1.38 -1.88 -2.41
H 3.16 -0.39 -6.98
H 2.73 -1.91 -6.31
H 4.38 -1.64 -6.82
H 5.72 -1.58 -4.38
H 4.72 -2.92 -4.99
H 4.50 -1.29 -2.39
H 4.83 -2.94 -2.49
H 2.37 -1.71 -3.59
H 2.30 -1.24 -1.32
H 2.71 -2.91 -0.98
H 0.41 -2.58 -0.62
H 0.63 -3.72 -1.88
H -1.85 -0.92 -2.64
H -1.63 -2.27 -1.43
H -1.79 -2.70 -2.99
C -5.72 0.52 6.23
O -5.27 0.19 4.92
C -3.90 -0.25 4.85
C -3.44 -0.53 3.43
N -4.39 -1.42 2.73
C -4.30 -1.39 1.29
C -5.03 -0.29 0.63
O -6.34 -0.11 1.30
C -7.34 0.63 0.52
H -5.67 -0.29 6.96
H -6.75 0.87 6.28
H -5.16 1.33 6.70
H -3.82 -1.15 5.47
H -3.29 0.57 5.23
H -2.46 -1.01 3.41
H -3.47 0.37 2.83
H -5.24 -0.93 2.96
H -4.68 -2.34 0.91
H -3.28 -1.49 0.91
H -5.21 -0.50 -0.43
H -4.38 0.57 0.58
H -8.27 0.33 1.01
H -7.34 0.26 -0.51
H -7.20 1.71 0.61
O -3.75 2.66 -1.53
C -3.60 3.54 -0.42
C -4.65 4.62 -0.19
O -4.58 5.64 -1.20
H -3.46 3.08 -2.35
H -3.51 2.95 0.49
H -2.63 4.04 -0.40
H -4.36 5.12 0.73
H -5.68 4.27 -0.07
H -4.79 5.26 -2.05
O 0.84 -0.62 -4.62
C -0.03 0.52 -4.63
C -1.30 0.15 -5.45
O -0.95 -0.16 -6.78
H 0.39 -1.29 -4.10
H -0.26 0.51 -3.56
H 0.44 1.40 -5.05
H -2.04 0.94 -5.57
H -1.91 -0.73 -5.24
H -0.12 -0.65 -6.70
O 1.88 2.61 -2.68
C 2.99 2.05 -3.34
C 4.11 3.09 -3.04
O 3.69 4.42 -3.35
H 1.92 3.56 -2.82
H 3.18 1.08 -2.89
H 2.72 1.97 -4.40
H 4.98 2.78 -3.62
H 4.42 3.07 -2.00
H 4.52 4.89 -3.40
O -0.63 0.76 2.88
C -0.94 0.68 1.47
C 0.24 0.90 0.52
O -0.32 0.95 -0.81
H -0.48 1.66 3.20
H -1.67 -0.01 1.05
H -1.53 1.56 1.26
H 0.95 0.08 0.56
H 0.73 1.83 0.81
H 0.34 1.29 -1.42
O 1.66 4.98 1.32
C 2.52 4.32 0.42
C 3.92 4.08 0.97
O 3.94 3.15 2.05
H 2.09 5.74 1.73
H 2.18 3.31 0.19
H 2.55 4.73 -0.59
H 4.44 4.98 1.30
H 4.64 3.78 0.20
H 4.86 3.13 2.33
*
```

Results
- E_tot: -103618.6039 eV
- SMILES: COCCNCCOC.COCCNCCOC.COCCNCCOC.COCCNCCOC.COCCNCCOC.COCCNCCOC.OCCO.OCCO.OCCO.OCCO.OCCO
- LUMO energy: 0.0 eV
- Energy relative to the best compared isomer or geometry (same formula, charge and spin): 440.1 kJ/mol

---

No. 2
CH2IN5 | ωB97M-V/def2-TZVPD

Geometry as ORCA input:
```
! wB97M-V def2-TZVPD RIJCOSX def2/J DEFGRID3
* xyz 0 1
N -1.31 0.95 -0.16
N -0.36 -0.09 -0.03
N -0.77 -1.29 0.02
N 0.20 -2.10 -0.02
N 1.40 -1.48 -0.05
C 1.16 -0.23 -0.10
I 2.52 1.32 0.05
H -0.97 1.95 -0.40
H -1.88 0.96 0.70
*
```

Results
- E_tot: -16617.0834 eV
- SMILES: Nn1nnnc1I
- LUMO energy: 0.0 eV
- Energy relative to the best compared isomer or geometry (same formula, charge and spin): 0.0 kJ/mol

---

No. 3
C21H37MnN3O7P2S | ωB97M-V/def2-TZVPD

Geometry as ORCA input:
```
! wB97M-V def2-TZVPD RIJCOSX def2/J DEFGRID3
* xyz 0 2
Mn 1.04 -1.59 0.36
N 0.21 -2.06 4.64
C 0.72 -2.00 3.35
S -0.39 -2.42 2.07
N 1.94 -1.60 3.23
N 2.36 -1.50 1.90
C 3.47 -0.90 1.75
C 4.15 -0.67 0.48
C 5.37 0.02 0.53
C 6.09 0.30 -0.61
C 5.58 -0.14 -1.84
C 4.39 -0.84 -1.91
C 3.63 -1.12 -0.75
O 2.52 -1.79 -0.86
H -0.57 -2.68 4.76
H 0.92 -2.12 5.36
H 3.96 -0.55 2.66
H 5.74 0.35 1.50
H 7.03 0.83 -0.56
H 6.13 0.06 -2.75
H 4.00 -1.18 -2.86
C 1.19 2.10 -1.91
C 0.54 3.04 -0.91
C 1.47 3.52 0.18
O -0.65 2.39 -0.34
P -0.60 1.26 0.75
O 0.66 0.49 0.82
C -2.02 0.25 0.31
P -1.74 -0.77 -1.14
O -0.37 -1.35 -1.19
O -2.93 -1.78 -1.12
C -2.89 -3.18 -1.59
C -2.24 -4.05 -0.54
C -2.24 -3.30 -2.95
O -1.94 0.15 -2.41
C -3.21 0.81 -2.71
C -3.82 0.14 -3.92
C -2.91 2.27 -2.92
O -0.96 1.98 2.09
C -0.77 1.22 3.35
C 0.55 1.63 3.94
C -1.97 1.52 4.22
H 1.98 2.63 -2.43
H 0.45 1.75 -2.64
H 1.62 1.23 -1.41
H 0.11 3.89 -1.43
H 1.95 2.68 0.68
H 0.94 4.12 0.91
H 2.25 4.14 -0.28
H -2.89 0.90 0.16
H -2.21 -0.43 1.14
H -3.95 -3.43 -1.67
H -1.17 -3.84 -0.48
H -2.38 -5.09 -0.81
H -2.68 -3.87 0.44
H -1.17 -3.07 -2.90
H -2.70 -2.63 -3.68
H -2.35 -4.32 -3.31
H -3.88 0.69 -1.86
H -3.11 0.14 -4.74
H -4.72 0.67 -4.22
H -4.10 -0.90 -3.70
H -2.25 2.39 -3.78
H -2.43 2.70 -2.05
H -3.84 2.82 -3.12
H -0.75 0.16 3.10
H 0.56 2.69 4.17
H 1.36 1.39 3.26
H 0.72 1.06 4.86
H -2.00 2.58 4.48
H -1.89 0.93 5.14
H -2.90 1.26 3.71
*
```

Results
- E_tot: -101919.8953 eV
- LUMO energy (alpha / beta): 0.5 / 0.5 eV

---

No. 4
C13H30BI2O3P2Sn | ωB97M-V/def2-TZVPD

Geometry as ORCA input:
```
! wB97M-V def2-TZVPD RIJCOSX def2/J DEFGRID3
* xyz 3 1
I 0.35 -1.16 -3.83
I -0.41 1.66 -2.61
Sn 0.00 -0.10 -0.29
P -2.60 -0.30 -0.07
C -3.39 1.30 0.31
C -3.14 -0.71 -1.77
H -4.24 -0.83 -1.79
H -4.37 -1.57 0.92
H -2.63 -1.65 -2.06
H -2.83 -2.47 0.82
H -3.10 2.07 -0.42
H -2.82 0.09 -2.46
C -3.28 -1.50 1.04
H -4.49 1.17 0.30
H -3.04 -1.21 2.07
H -3.08 1.62 1.32
P 2.61 -0.21 -0.09
C 3.35 1.42 0.34
C 3.37 -1.37 1.04
H 2.73 -1.56 -2.06
H 4.32 -0.70 -1.80
H 2.87 0.18 -2.47
C 3.21 -0.61 -1.77
H 2.93 -2.35 0.86
H 4.45 -1.42 0.90
H 4.46 1.33 0.34
H 3.00 1.70 1.35
H 3.15 -1.06 2.07
H 3.04 2.19 -0.39
C 0.03 2.37 0.46
O -0.02 3.42 0.90
C -1.73 0.87 4.40
C -0.29 0.36 4.28
C 0.55 1.05 5.34
O 0.23 0.74 2.99
B 0.02 -0.33 2.12
O -0.31 -1.48 2.82
C -0.18 -1.21 4.23
C 1.18 -1.74 4.69
C -1.23 -1.97 5.02
H -2.40 0.45 3.64
H -1.75 1.97 4.35
H -2.11 0.61 5.40
H 0.46 2.13 5.24
H 0.19 0.80 6.34
H 1.61 0.79 5.28
H 1.26 -1.61 5.78
H 1.28 -2.82 4.51
H 2.03 -1.21 4.22
H -2.27 -1.73 4.76
H -1.11 -3.06 4.92
H -1.10 -1.75 6.08
*
```

Results
- E_tot: -61369.6063 eV
- LUMO energy (alpha / beta): -13.6 / -13.6 eV
- Energy relative to the best compared isomer or geometry (same formula, charge and spin): 105.4 kJ/mol

---

No. 5
C29H26N7O4Tc | ωB97M-V/def2-TZVPD

Geometry as ORCA input:
```
! wB97M-V def2-TZVPD RIJCOSX def2/J DEFGRID3
* xyz 3 4
Tc 0.00 -0.75 -0.08
O -2.87 3.88 0.78
C -3.39 3.30 -0.30
C -4.47 3.95 -0.90
C -5.07 3.42 -2.01
C -4.62 2.21 -2.59
C -3.57 1.56 -2.02
C -2.92 2.08 -0.86
C -1.83 1.38 -0.30
O -1.43 0.22 -0.88
N -1.15 1.78 0.76
N -0.16 0.92 1.06
C 0.70 1.12 2.00
C 1.73 0.10 2.15
C 2.76 0.18 3.07
C 3.70 -0.84 3.11
C 3.58 -1.91 2.24
C 2.53 -1.94 1.34
N 1.62 -0.96 1.29
H -2.12 3.37 1.12
H -4.81 4.88 -0.46
H -5.90 3.95 -2.46
H -5.11 1.82 -3.47
H -3.21 0.63 -2.44
H 0.66 2.01 2.62
H 2.82 1.04 3.73
H 4.51 -0.79 3.83
H 4.29 -2.73 2.26
H 2.41 -2.76 0.65
O 6.15 4.21 -0.08
C 4.93 3.97 0.39
O 4.47 4.56 1.32
C 4.08 2.93 -0.30
C 2.72 3.22 -0.45
C 1.84 2.25 -0.89
C 2.34 0.98 -1.16
C 3.69 0.68 -1.06
C 4.56 1.68 -0.64
N 1.41 -0.08 -1.47
C 1.52 -0.77 -2.55
C 0.65 -1.93 -2.72
C 0.59 -2.66 -3.89
C -0.30 -3.74 -3.96
C -1.08 -4.02 -2.86
C -0.97 -3.24 -1.71
N -0.12 -2.22 -1.64
H 6.31 3.81 -0.95
H 2.36 4.21 -0.19
H 0.79 2.48 -1.02
H 4.05 -0.32 -1.27
H 5.62 1.45 -0.53
H 2.25 -0.50 -3.31
H 1.23 -2.40 -4.73
H -0.37 -4.33 -4.86
H -1.79 -4.84 -2.87
H -1.58 -3.44 -0.84
C -4.23 -2.28 2.85
N -2.87 -2.85 2.66
C -2.56 -4.15 3.30
C -2.02 -2.27 1.90
N -1.26 -1.72 1.20
H -4.96 -2.97 2.43
H -4.29 -1.32 2.36
H -4.39 -2.17 3.92
H -3.20 -4.92 2.87
H -2.76 -4.06 4.37
H -1.52 -4.40 3.15
*
```

Results
- E_tot: -51289.4591 eV
- LUMO energy (alpha / beta): -9.8 / -11.3 eV
- Energy relative to the best compared isomer or geometry (same formula, charge and spin): 0.0 kJ/mol

---

No. 6
C2H12NO4 | ωB97M-V/def2-TZVPD

Geometry as ORCA input:
```
! wB97M-V def2-TZVPD RIJCOSX def2/J DEFGRID3
* xyz 1 1
O 2.17 0.66 -0.58
C 2.11 0.59 0.61
C 0.87 0.05 1.30
N -0.22 0.00 0.28
H 2.93 0.96 1.25
H 1.04 -0.94 1.71
H 0.51 0.65 2.14
H -0.26 -0.87 -0.24
H -1.15 0.18 0.65
H -0.11 0.81 -0.35
H 0.24 2.82 -1.27
H -1.29 3.12 -0.95
O -0.55 2.53 -0.80
H -3.62 -0.17 -1.12
H -2.45 0.59 -1.71
O -2.65 -0.12 -1.08
H 1.25 -3.69 0.73
H 0.62 -3.81 -0.70
O 0.55 -3.37 0.15
*
```

Results
- E_tot: -11942.5159 eV
- LUMO energy: -3.0 eV
- Energy relative to the best compared isomer or geometry (same formula, charge and spin): 9.6 kJ/mol

---

Q: Which formula does entry 4 have?
A: C13H30BI2O3P2Sn

---

Q: Which of these has the lowest E_tot?
A: C46H120N6O22